Entry 1:
{
  "formula": "C16H20IrN8O5",
  "method": "ωB97M-V with the def2-TZVPD basis set",
  "symbols": ["Ir", "O", "C", "N", "C", "O", "C", "C", "C", "C", "C", "N", "C", "C", "C", "C", "C", "N", "H", "H", "H", "H", "H", "H", "H", "H", "N", "N", "C", "N", "N", "N", "O", "O", "H", "H", "H", "H", "H", "C", "C", "C", "O", "H", "H", "H", "H", "H", "H", "H"],
  "xyz": [[-0.1092, -0.2924, -0.1165], [-2.2321, -3.2120, 1.7573], [-1.6263, -2.5082, 0.9975], [-0.5909, -1.6395, 1.2843], [0.2212, -1.7680, 2.3866], [0.1065, -2.5072, 3.3259], [1.4334, -0.8758, 2.2110], [2.3876, -0.7379, 3.1974], [3.4491, 0.1239, 2.9854], [3.5135, 0.8248, 1.7897], [2.5235, 0.6434, 0.8447], [1.5218, -0.2199, 1.0390], [-1.8777, -2.5631, -0.5055], [-2.8899, -3.3531, -1.0139], [-3.0385, -3.4328, -2.3887], [-2.1721, -2.7202, -3.2073], [-1.1936, -1.9404, -2.6235], [-1.0478, -1.8652, -1.3010], [2.2588, -1.3071, 4.1074], [4.2042, 0.2665, 3.7459], [4.3072, 1.5314, 1.5954], [2.4993, 1.2056, -0.0765], [-3.5231, -3.8885, -0.3206], [-3.8195, -4.0432, -2.8210], [-2.2567, -2.7607, -4.2834], [-0.5056, -1.3500, -3.2146], [2.3676, -0.4930, -2.2039], [2.3409, 0.8577, -2.5364], [1.2086, 1.5929, -2.4692], [1.2196, 2.7597, -3.1035], [0.1892, 1.0942, -1.7639], [-1.0795, 1.6315, -1.8878], [-1.9304, 0.8939, -1.4148], [-1.3119, 2.6787, -2.4467], [3.1159, -0.6839, -1.5499], [2.4782, -1.0616, -3.0352], [3.1315, 1.2702, -3.0111], [2.0188, 3.0420, -3.6446], [0.4168, 3.3658, -3.0233], [-2.4458, 1.2184, 1.7620], [-0.9751, 1.5512, 1.9602], [-0.7944, 2.9671, 2.4938], [-0.2326, 1.4830, 0.7585], [-2.9942, 1.3817, 2.6906], [-2.5953, 0.1735, 1.4753], [-2.8756, 1.8566, 0.9905], [-0.5427, 0.8467, 2.6930], [-1.2386, 3.6856, 1.8035], [0.2643, 3.2001, 2.6038], [-1.2783, 3.0777, 3.4641]],
  "multiplicity": 1,
  "gap_ev": 7.8,
  "total_charge": 1,
  "homo_ev": -11.18,
  "relative_energy_kcal_mol": 40.0,
  "total_energy_ev": -41905.117
}



Entry 2:
{
  "formula": "C16H20N2O3",
  "method": "ωB97M-V with the def2-TZVPD basis set",
  "symbols": ["C", "C", "O", "C", "C", "C", "C", "C", "C", "H", "H", "N", "C", "O", "C", "H", "C", "C", "O", "N", "C", "H", "H", "C", "C", "H", "H", "H", "C", "H", "H", "H", "H", "H", "H", "H", "H", "H", "H", "H", "H"],
  "xyz": [[1.0777, 5.2057, 3.2044], [1.6984, 3.8395, 3.0383], [2.7435, 3.5488, 3.5786], [0.9731, 2.8666, 2.1862], [-0.1963, 3.1682, 1.4894], [-0.8239, 2.2182, 0.7088], [-0.2927, 0.9339, 0.6107], [0.8768, 0.6212, 1.3070], [1.4972, 1.5756, 2.0794], [2.4022, 1.3448, 2.6211], [1.2898, -0.3758, 1.2392], [-0.8693, -0.0733, -0.1618], [-1.9974, -0.0323, -0.9243], [-2.7119, 0.9346, -1.0562], [-2.2763, -1.3436, -1.6622], [-3.2616, -1.2392, -2.1188], [-2.1672, -2.5768, -0.7642], [-0.7293, -3.0540, -0.9476], [-0.1308, -3.8106, -0.2152], [-0.2394, -2.4582, -2.0580], [-1.1891, -1.5954, -2.7227], [-0.7073, -0.6682, -3.0476], [-1.6105, -2.0914, -3.6067], [1.0909, -2.6932, -2.6038], [2.1517, -2.1968, -1.6216], [2.0197, -1.1355, -1.4174], [2.0772, -2.7544, -0.6917], [3.1433, -2.3467, -2.0388], [1.2834, -4.1723, -2.9301], [0.5209, -4.5104, -3.6283], [1.2117, -4.7610, -2.0199], [2.2609, -4.3300, -3.3770], [1.1514, -2.1079, -3.5284], [-2.3901, -2.3817, 0.2841], [-2.8327, -3.3730, -1.1037], [-0.3658, -0.9505, -0.1307], [-1.7263, 2.4616, 0.1736], [-0.6306, 4.1536, 1.5455], [1.6932, 5.7978, 3.8767], [0.0752, 5.1161, 3.6165], [1.0164, 5.7070, 2.2409]],
  "multiplicity": 1,
  "gap_ev": 9.2,
  "smiles": "CC(=O)c1ccc(NC(=O)[C@@H]2CC(=O)N(C(C)C)C2)cc1",
  "homo_ev": -8.85,
  "relative_energy_kcal_mol": 16.2,
  "total_energy_ev": -26040.835
}



Entry 3:
{
  "formula": "C16H20N2O4",
  "method": "ωB97M-V with the def2-TZVPD basis set",
  "symbols": ["O", "C", "N", "H", "C", "C", "C", "C", "C", "C", "C", "H", "H", "H", "H", "H", "H", "H", "C", "H", "C", "H", "H", "C", "C", "O", "O", "H", "C", "C", "C", "O", "N", "H", "C", "H", "H", "H", "H", "H", "H", "H"],
  "xyz": [[-0.5203, -0.1589, -1.7685], [-0.6141, -0.4249, -0.5881], [-1.4537, 0.2251, 0.2469], [-1.5739, -0.1129, 1.1888], [-2.3993, 1.2230, -0.2158], [-3.8077, 0.6876, -0.1986], [-4.7670, 1.2099, 0.6568], [-6.0491, 0.6872, 0.6733], [-6.3789, -0.3679, -0.1593], [-5.4242, -0.8976, -1.0122], [-4.1456, -0.3722, -1.0323], [-3.3985, -0.7772, -1.6994], [-5.6786, -1.7194, -1.6649], [-7.3785, -0.7762, -0.1450], [-6.7905, 1.1039, 1.3391], [-4.5133, 2.0346, 1.3082], [-2.0993, 1.4723, -1.2375], [-2.3188, 2.1149, 0.4134], [0.2204, -1.4971, 0.0969], [0.7131, -2.0893, -0.6746], [1.2632, -0.9308, 1.0699], [1.5741, -1.7324, 1.7433], [0.8200, -0.1341, 1.6714], [2.5386, -0.3946, 0.3946], [3.2345, -1.5755, -0.2758], [3.5201, -2.5914, 0.3019], [3.5044, -1.3802, -1.5637], [3.9609, -2.1488, -1.9419], [3.4930, 0.1481, 1.4725], [4.8119, 0.5823, 0.8481], [4.6540, 1.4460, -0.3902], [5.5730, 2.1002, -0.8419], [3.4472, 1.4323, -0.9873], [3.3794, 1.9917, -1.8255], [2.2436, 0.7434, -0.5825], [1.5615, 1.4533, -0.0913], [1.7455, 0.3645, -1.4776], [5.3957, -0.2931, 0.5493], [5.4191, 1.1363, 1.5660], [3.0156, 0.9977, 1.9652], [3.6781, -0.6246, 2.2210], [-0.4554, -2.1553, 0.6477]],
  "multiplicity": 1,
  "gap_ev": 9.9,
  "smiles": "O=C(CC[C@]1(C(=O)O)CCC(=O)NC1)NCc1ccccc1",
  "homo_ev": -9.37,
  "relative_energy_kcal_mol": 0.0,
  "total_energy_ev": -28088.806
}



Entry 4:
{
  "formula": "C16H20N2O5",
  "method": "ωB97M-V with the def2-TZVPD basis set",
  "symbols": ["O", "O", "O", "O", "O", "C", "C", "C", "C", "C", "C", "C", "C", "C", "N", "N", "C", "C", "C", "C", "C", "C", "C", "H", "H", "H", "H", "H", "H", "H", "H", "H", "H", "H", "H", "H", "H", "H", "H", "H", "H", "H", "H"],
  "xyz": [[-1.1116, -2.8104, -2.5538], [-0.4004, 4.5752, 4.3585], [0.1563, 0.3228, 0.9101], [-0.3042, 3.5939, 6.4773], [1.0697, -2.3711, -2.1655], [-0.1885, -2.4685, -1.7980], [-0.5136, 3.5747, 5.0987], [-0.7967, 0.0161, 1.6115], [2.9644, 1.8618, -4.2746], [2.8120, 1.3617, -2.9885], [2.7873, 1.0200, -5.4132], [2.2007, 0.0929, -2.7834], [2.2637, -0.2798, -5.1770], [2.0373, -0.7712, -3.8878], [-0.8358, 0.4358, 2.9312], [-0.4664, -1.9317, -0.6173], [1.4414, -2.2167, -3.6416], [-0.9999, 2.2866, 4.5168], [-0.0941, 1.5575, 3.4631], [-2.3180, -2.7986, 0.6699], [-2.6524, -1.7518, 1.8045], [-1.8192, -1.6735, -0.2367], [-2.0310, -0.6540, 0.9855], [0.0967, 4.4836, 6.6118], [3.3696, 2.8699, -4.4644], [3.0245, 1.9334, -2.1158], [2.8515, 1.2297, -6.4432], [1.9766, -0.2605, -1.7763], [2.2220, -0.8714, -6.0079], [-1.7960, 0.3627, 3.3893], [0.2607, -1.2630, -0.3524], [0.6540, -2.5156, -4.3501], [2.1559, -3.0030, -3.7664], [-1.0028, 1.6431, 5.5147], [-1.9744, 2.4610, 4.1849], [0.8847, 1.2024, 3.9689], [0.2049, 2.3972, 2.7491], [-3.3002, -3.2928, 0.3664], [-1.4600, -3.4700, 1.0086], [-3.7432, -1.6616, 1.7186], [-2.4326, -1.8847, 2.8498], [-2.4669, -1.4926, -1.1580], [-2.7263, 0.1605, 0.7828]],
  "multiplicity": 1,
  "gap_ev": 9.5,
  "smiles": "O=C(O)CCNC(=O)[C@@H]1CC[C@@H]1NC(=O)OCc1ccccc1",
  "homo_ev": -9.15,
  "relative_energy_kcal_mol": 73.6,
  "total_energy_ev": -30132.631
}



Entry 5:
{
  "formula": "C16H20N2O7S2",
  "method": "ωB97M-V with the def2-TZVPD basis set",
  "symbols": ["O", "C", "O", "H", "C", "C", "C", "O", "O", "H", "H", "S", "C", "C", "O", "N", "C", "C", "C", "C", "C", "C", "H", "H", "S", "O", "O", "N", "C", "H", "H", "C", "H", "H", "C", "H", "H", "C", "H", "H", "H", "H", "H", "H", "H", "H", "H"],
  "xyz": [[-1.1004, -1.1309, 0.6117], [-1.3726, -1.6180, -0.4560], [-0.4993, -2.1633, -1.2784], [0.4346, -2.1115, -0.9393], [-2.7831, -1.6584, -1.0303], [-3.7819, -0.9541, -0.1223], [-4.7413, -1.9149, 0.5467], [-4.9118, -3.0587, 0.2290], [-5.4171, -1.3186, 1.5324], [-6.0437, -1.9374, 1.9397], [-3.2558, -0.3859, 0.6501], [-4.8328, 0.2407, -1.0558], [-4.8762, 1.6484, 0.1078], [-3.4652, 2.0711, 0.4919], [-3.1471, 2.2765, 1.6363], [-2.6301, 2.1510, -0.5893], [-1.2733, 1.8269, -0.5943], [-0.7131, 1.4331, -1.8112], [0.5444, 0.8673, -1.8368], [1.2394, 0.7048, -0.6509], [0.7309, 1.1735, 0.5445], [-0.5180, 1.7647, 0.5746], [-0.9444, 2.0963, 1.5062], [1.2979, 1.0359, 1.4498], [2.6287, -0.4097, -0.6760], [2.0643, -1.7360, -0.5408], [3.4242, -0.1695, -1.8482], [3.4340, -0.0436, 0.7475], [4.4157, 1.0120, 0.5694], [4.4963, 1.5697, 1.5072], [4.0884, 1.6787, -0.2269], [5.7134, 0.2717, 0.2441], [5.6989, -0.0041, -0.8100], [6.5987, 0.8702, 0.4472], [5.6253, -0.9784, 1.1278], [6.0503, -1.8497, 0.6347], [6.1560, -0.8222, 2.0669], [4.1163, -1.1565, 1.3958], [3.8933, -1.1165, 2.4656], [3.7132, -2.0841, 0.9920], [0.9819, 0.5055, -2.7536], [-1.2894, 1.5177, -2.7213], [-3.0839, 2.0113, -1.4865], [-5.4049, 2.4452, -0.4153], [-5.4302, 1.3653, 1.0025], [-2.7555, -1.2107, -2.0246], [-3.0749, -2.7052, -1.1537]],
  "multiplicity": 1,
  "gap_ev": 9.3,
  "smiles": "O=C(O)C[C@@H](SCC(=O)Nc1ccc(S(=O)(=O)N2CCCC2)cc1)C(=O)O",
  "homo_ev": -8.92,
  "relative_energy_kcal_mol": 0.0,
  "total_energy_ev": -55901.043
}



Entry 6:
{
  "formula": "C16H20N3OSe5TeTl",
  "method": "ωB97M-V with the def2-TZVPD basis set",
  "symbols": ["Tl", "O", "C", "N", "C", "C", "C", "C", "C", "C", "N", "C", "C", "C", "C", "C", "N", "H", "H", "H", "H", "H", "H", "H", "H", "H", "H", "Se", "Se", "Te", "Se", "C", "Se", "C", "C", "Se", "C", "H", "H", "H", "H", "H", "H", "H", "H", "H", "H"],
  "xyz": [[-0.0835, 0.5462, 1.1857], [-0.0600, -3.7469, 0.1485], [-0.3236, -2.5610, 0.3828], [0.5329, -1.6174, 0.7423], [1.8773, -2.0849, 0.9491], [2.8573, -0.9709, 1.2142], [4.1514, -1.2708, 1.6371], [5.0587, -0.2481, 1.8058], [4.6606, 1.0586, 1.5433], [3.3559, 1.2744, 1.1607], [2.4692, 0.2817, 1.0061], [-1.7673, -2.1187, 0.2214], [-2.7303, -3.0699, -0.0899], [-4.0411, -2.6613, -0.2513], [-4.3580, -1.3202, -0.0780], [-3.3409, -0.4406, 0.2412], [-2.0715, -0.8314, 0.3707], [2.2302, -2.6384, 0.0693], [1.9206, -2.7991, 1.7795], [4.4215, -2.3010, 1.8316], [6.0664, -0.4593, 2.1398], [5.3420, 1.8911, 1.6477], [2.9899, 2.2750, 0.9758], [-2.4136, -4.0969, -0.1991], [-4.8112, -3.3778, -0.5076], [-5.3719, -0.9592, -0.1820], [-3.5418, 0.6114, 0.4062], [-1.2535, -0.4274, 3.4160], [-0.1186, 0.6817, 5.1052], [-0.7332, 2.9748, 4.3321], [0.6245, 2.9311, 2.2666], [-0.7269, 4.2067, -0.8913], [-1.8211, 2.6152, -0.7044], [-1.6195, 1.9333, -2.5161], [-0.1985, 1.5807, -2.9381], [0.6200, 0.1714, -1.8870], [-0.4156, -1.2804, -2.6526], [-1.3118, 5.0063, -1.3383], [0.1517, 3.9954, -1.4951], [-0.4108, 4.4771, 0.1115], [-2.0289, 2.6891, -3.1872], [-2.2702, 1.0600, -2.5597], [0.4676, 2.4382, -2.8667], [-0.1964, 1.2492, -3.9775], [-0.2160, -1.3204, -3.7209], [-1.4781, -1.1424, -2.4644], [-0.0841, -2.2041, -2.1830]],
  "multiplicity": 1,
  "gap_ev": 6.4,
  "homo_ev": -7.14,
  "relative_energy_kcal_mol": 21.8,
  "total_energy_ev": -362153.791
}



Question: Number 1 is which compound?
Answer: C16H20IrN8O5